{"formula": "C5H15NO", "method": "ωB97M-V/def2-TZVPD", "total_charge": 0, "gap_ev": 8.86, "energy_ev": -8965.201, "de_lowest_kj_mol": 111.71, "e_lumo_ev": 0.84, "species": ["C", "C", "N", "C", "C", "C", "H", "H", "H", "H", "H", "H", "H", "H", "H", "H", "H", "H", "H", "H", "H", "O"], "coordinates": [[-2.33, 0.83, 1.31], [-1.45, -0.38, 1.00], [-0.39, -0.06, 0.05], [1.97, -0.84, 0.16], [0.98, 0.33, 0.33], [1.41, 1.61, -0.35], [-3.17, 0.59, 1.98], [-1.83, 1.63, 1.86], [-2.75, 1.23, 0.39], [-2.07, -1.12, 0.49], [-1.02, -0.72, 1.94], [-0.83, 0.44, -0.72], [2.42, -0.91, -0.84], [1.50, -1.81, 0.32], [2.65, -0.80, 1.01], [1.01, 0.52, 1.41], [2.44, 1.90, -0.21], [0.79, 2.45, -0.02], [1.27, 1.52, -1.44], [-0.84, -1.84, -2.55], [0.21, -2.35, -3.54], [0.02, -2.26, -2.60]]}